(1)
The following is a DFT calculation (ωB97M-V/def2-TZVPD) of 2 unconnected molecules or ions with the total composition CH4OP2.

Structure (ORCA input):
```
! RIJCOSX wB97M-V def2-TZVPD def2/J DEFGRID3
* xyz 0 1
C 0.82 0.87 0.17
O -2.22 -0.93 0.12
P -2.71 0.41 -0.07
P 1.17 -0.81 0.09
H 1.04 1.39 -0.73
H 1.06 1.53 0.89
H 0.05 -1.25 0.63
H 0.78 -1.22 -1.10
*
```

maximum force = 3.50 eV Å⁻¹
LUMO energy (spin up / spin down) = -0.0287 / -0.0387 hartree
molecular weight = 93.99 g/mol

(2)
The following is a DFT calculation (ωB97M-V/def2-TZVPD) of a molecular structure, C17H25AgF6N5O4Sb.

Structure (ORCA input):
```
! RIJCOSX wB97M-V def2-TZVPD def2/J DEFGRID3
* xyz -1 2
Ag 0.23 -0.52 1.03
N -0.53 -2.38 2.11
C 0.41 -3.40 2.58
C 1.69 -2.75 3.08
C 2.55 -2.30 1.93
O 3.58 -2.89 1.63
O 2.14 -1.26 1.24
H -0.96 -1.91 2.90
H -1.26 -2.77 1.52
H 0.64 -4.07 1.74
H -0.04 -4.00 3.37
H 2.27 -3.47 3.66
H 1.44 -1.91 3.73
C -2.70 -2.12 -2.54
C -2.19 -1.26 -1.40
O -1.32 -1.74 -0.68
C -2.73 0.09 -1.22
C -3.72 0.54 -2.12
C -4.30 1.78 -2.04
C -3.88 2.63 -1.00
C -2.93 2.25 -0.10
C -2.30 0.96 -0.16
O -1.41 0.73 0.74
H -2.16 -3.06 -2.52
H -2.56 -1.64 -3.51
H -3.77 -2.32 -2.43
H -4.04 -0.13 -2.91
H -5.05 2.08 -2.74
H -4.33 3.62 -0.90
H -2.61 2.89 0.71
C 1.45 -0.36 -1.93
N 2.14 0.24 -3.07
C 1.40 1.45 -3.46
N 1.30 2.43 -2.37
C 0.62 1.78 -1.25
N 1.35 0.57 -0.80
C 2.73 0.98 -0.41
N 3.43 1.62 -1.52
C 3.48 0.66 -2.63
C 2.66 2.78 -1.96
H 2.00 -1.25 -1.59
H 0.45 -0.66 -2.23
H 0.39 1.16 -3.77
H 1.90 1.91 -4.31
H -0.38 1.49 -1.56
H 0.54 2.47 -0.41
H 3.26 0.09 -0.08
H 2.66 1.67 0.43
H 4.04 -0.22 -2.31
H 3.99 1.12 -3.48
H 3.17 3.26 -2.80
H 2.60 3.50 -1.13
F -0.37 -0.11 3.48
Sb -0.77 0.25 5.31
F -0.31 2.05 5.04
F -2.54 0.61 4.82
F -1.16 0.54 7.12
F -1.18 -1.59 5.46
F 1.03 -0.15 5.73
*
```

expectation value of S² = 0.7537
maximum force = 0.75 eV Å⁻¹
LUMO energy (spin up / spin down) = 0.0887 / 0.0339 hartree
molecular weight = 707.03 g/mol

(3)
The following is a DFT calculation (ωB97M-V/def2-TZVPD) of 2 unconnected molecules or ions with the total composition CH4ClN2.

Structure (ORCA input):
```
! RIJCOSX wB97M-V def2-TZVPD def2/J DEFGRID3
* xyz 1 1
C 0.34 -0.17 -0.03
N -0.24 -1.29 0.00
N 0.63 0.95 0.14
Cl 3.46 0.25 -0.05
H -0.55 -1.89 0.76
H -0.25 -1.91 -0.80
H -0.19 1.64 -0.12
H 3.81 -0.73 1.17
*
```

maximum force = 4.86 eV Å⁻¹
LUMO energy = -0.1847 hartree
molecular weight = 79.51 g/mol

(4)
The following is a DFT calculation (ωB97M-V/def2-TZVPD) of a molecular structure, C33H51BFeN6S6.

Structure (ORCA input):
```
! RIJCOSX wB97M-V def2-TZVPD def2/J DEFGRID3
* xyz 3 2
Fe 1.66 -1.35 1.51
C 0.66 -4.25 -2.84
C 0.04 -2.93 -2.50
C -0.75 -2.22 -3.36
C -1.33 -0.98 -2.98
N -1.12 -0.45 -1.78
N -0.33 -1.15 -0.96
B -0.19 -0.74 0.51
N 0.55 0.56 0.80
N 0.72 1.29 -0.34
C 1.21 2.49 -0.23
C 1.64 3.01 1.04
C 1.55 2.27 2.18
C 1.97 2.78 3.51
C 0.98 0.96 2.04
S 0.93 -0.17 3.29
C 1.24 3.33 -1.50
C 2.18 4.53 -1.37
C 1.69 2.46 -2.68
C -0.20 3.83 -1.71
N -1.41 -1.10 1.33
N -2.41 -0.24 1.09
C -3.56 -0.48 1.67
C -3.74 -1.63 2.48
C -2.71 -2.51 2.72
C -2.85 -3.71 3.59
C -1.48 -2.18 2.10
S -0.01 -3.07 2.38
C -4.69 0.51 1.46
C -5.12 1.04 2.83
C -4.24 1.67 0.57
C -5.86 -0.23 0.79
C 0.24 -2.31 -1.25
S 1.17 -3.00 0.05
C -2.22 -0.24 -3.97
C -2.73 1.08 -3.41
C -1.38 0.04 -5.24
C -3.41 -1.15 -4.32
H 0.35 -4.57 -3.83
H 0.37 -5.01 -2.12
H 1.75 -4.17 -2.83
H -0.97 -2.60 -4.35
H 2.06 4.00 1.08
H 2.57 3.68 3.40
H 2.54 2.03 4.06
H 1.10 3.02 4.12
H 3.21 4.23 -1.17
H 1.86 5.23 -0.60
H 2.18 5.08 -2.31
H 2.73 2.15 -2.57
H 1.61 3.04 -3.59
H 1.06 1.57 -2.78
H -0.50 4.51 -0.91
H -0.90 2.99 -1.73
H -0.25 4.37 -2.65
H -4.71 -1.81 2.92
H -3.87 -3.81 3.94
H -2.19 -3.65 4.45
H -2.59 -4.61 3.03
H -4.30 1.56 3.33
H -5.49 0.26 3.49
H -5.93 1.76 2.69
H -3.43 2.24 1.03
H -5.08 2.35 0.43
H -3.91 1.33 -0.41
H -6.25 -1.04 1.40
H -5.57 -0.64 -0.18
H -6.67 0.47 0.62
H -1.91 1.78 -3.25
H -3.24 0.95 -2.46
H -3.42 1.52 -4.12
H -0.50 0.64 -5.00
H -1.99 0.60 -5.95
H -1.06 -0.87 -5.74
H -4.00 -1.38 -3.43
H -3.10 -2.09 -4.78
H -4.05 -0.64 -5.03
C 4.46 -0.11 3.37
C 4.33 -1.59 3.71
S 3.14 -2.63 2.80
C 4.12 -3.35 1.46
C 4.71 -2.37 0.48
S 3.57 -1.03 -0.04
C 4.66 0.41 -0.22
C 5.02 1.23 1.00
S 5.87 0.33 2.32
H 4.55 0.43 4.32
H 3.56 0.25 2.89
H 4.00 -1.71 4.75
H 5.28 -2.12 3.62
H 3.44 -4.07 0.99
H 4.92 -3.94 1.92
H 5.02 -2.90 -0.43
H 5.58 -1.87 0.91
H 4.15 1.02 -0.96
H 5.55 0.00 -0.70
H 4.15 1.74 1.41
H 5.71 2.01 0.68
*
```

expectation value of S² = 1.2285
maximum force = 0.90 eV Å⁻¹
LUMO energy (spin up / spin down) = -0.3602 / -0.3953 hartree
molecular weight = 790.87 g/mol

(5)
The following is a DFT calculation (ωB97M-V/def2-TZVPD) of a single C4H8N2O molecule.

Structure (ORCA input):
```
! RIJCOSX wB97M-V def2-TZVPD def2/J DEFGRID3
* xyz 0 1
C -2.24 -0.61 0.19
C 1.46 1.50 -0.70
C 0.71 -1.26 0.76
C 0.04 -0.40 -0.78
O -1.07 0.17 0.13
N 0.92 0.34 -1.34
N 1.50 -1.02 1.58
H 1.85 -0.64 2.44
H -0.36 -1.22 -1.37
H -2.13 -1.45 0.87
H -3.07 0.01 0.57
H -2.54 -1.03 -0.78
H 0.97 2.41 -1.06
H 2.53 1.58 -0.92
H 1.44 1.63 0.39
*
```

maximum force = 3.53 eV Å⁻¹
LUMO energy = 0.0251 hartree
molecular weight = 100.12 g/mol

(6)
The following is a DFT calculation (ωB97M-V/def2-TZVPD) of a single C4H6OS molecule.

Structure (ORCA input):
```
! RIJCOSX wB97M-V def2-TZVPD def2/J DEFGRID3
* xyz 0 1
O 0.88 2.34 1.47
C 0.31 1.69 0.61
C 0.74 0.27 0.30
C 0.09 -0.72 -0.71
C -1.22 -1.19 -0.28
S -2.60 -1.06 -0.98
H -0.47 2.00 -0.07
H 1.82 0.35 0.18
H 0.63 -0.31 1.23
H 0.12 -0.20 -1.67
H 0.67 -1.70 -0.83
H -0.97 -1.47 0.75
*
```

SMILES = O=CCCC=S
maximum force = 2.91 eV Å⁻¹
LUMO energy = -0.0107 hartree
molecular weight = 102.16 g/mol

(7)
The following is a DFT calculation (ωB97M-V/def2-TZVPD) of 2 unconnected molecules or ions with the total composition CH3N2O2.

Structure (ORCA input):
```
! RIJCOSX wB97M-V def2-TZVPD def2/J DEFGRID3
* xyz 1 1
C -0.37 -0.15 -0.34
N 2.46 0.77 -0.32
N -1.52 -0.50 0.16
O 3.10 0.96 0.55
O 0.56 0.28 0.46
H -0.12 -0.16 -1.37
H -2.35 -1.03 -0.31
H -1.77 -0.17 1.17
*
```

maximum force = 4.20 eV Å⁻¹
LUMO energy (spin up / spin down) = -0.2636 / -0.2636 hartree
molecular weight = 75.05 g/mol

(8)
The following is a DFT calculation (ωB97M-V/def2-TZVPD) of 2 unconnected molecules or ions with the total composition CH4NOP.

Structure (ORCA input):
```
! RIJCOSX wB97M-V def2-TZVPD def2/J DEFGRID3
* xyz 0 3
C 0.32 1.12 0.07
N -0.15 0.00 0.69
O 0.95 0.97 -0.92
P -0.28 -1.39 -0.26
H -0.13 2.02 0.53
H -1.09 -0.02 2.07
H -0.68 -1.01 -1.64
H 1.06 -1.69 -0.54
*
```

expectation value of S² = 2.0153
maximum force = 3.53 eV Å⁻¹
LUMO energy (spin up / spin down) = 0.0293 / -0.1307 hartree
molecular weight = 77.02 g/mol

(9)
The following is a DFT calculation (ωB97M-V/def2-TZVPD) of a single C11H14BrN molecule.

Structure (ORCA input):
```
! RIJCOSX wB97M-V def2-TZVPD def2/J DEFGRID3
* xyz 0 1
C -3.02 0.43 1.14
C -1.98 0.58 0.31
C -3.58 -0.86 1.38
C -1.30 -0.45 -0.31
C -1.68 -1.81 0.02
C -2.87 -1.97 0.77
C -0.23 -0.19 -1.27
C 1.05 0.30 -0.61
C 1.68 1.31 -1.62
C 1.85 -0.97 -0.54
C 1.18 0.58 1.82
N 0.81 1.02 0.53
Br -3.73 -3.68 1.02
H -3.43 1.29 1.62
H -1.47 1.53 0.22
H -4.39 -1.09 2.09
H -0.03 -0.96 -2.03
H -0.78 0.63 -1.77
H 2.47 1.89 -1.17
H 0.89 2.01 -1.80
H 1.94 0.89 -2.53
H 2.17 -1.45 -1.43
H -1.28 -2.64 -0.48
H 1.92 -1.53 0.41
H 2.29 0.47 1.59
H 1.13 1.49 2.43
H 0.75 -0.28 2.31
*
```

maximum force = 5.00 eV Å⁻¹
LUMO energy (spin up / spin down) = 0.0019 / -0.0057 hartree
molecular weight = 240.14 g/mol

(10)
The following is a DFT calculation (ωB97M-V/def2-TZVPD) of a single C6H12N2O2S molecule.

Structure (ORCA input):
```
! RIJCOSX wB97M-V def2-TZVPD def2/J DEFGRID3
* xyz 0 1
C -1.56 1.47 0.57
C -0.67 0.59 0.08
C -0.81 -0.87 -0.33
C -1.01 -1.03 -1.85
N 0.46 -1.48 0.16
C 0.35 -1.98 1.48
S 1.63 -0.29 -0.01
O 2.41 -0.03 1.16
O 2.19 -0.36 -1.32
N 0.62 1.00 -0.24
C 1.07 2.39 -0.06
H -1.30 2.37 0.99
H -2.56 1.23 0.44
H -1.64 -1.41 0.15
H 0.01 -1.00 -2.28
H -1.68 -0.18 -2.29
H -1.58 -1.93 -2.08
H 1.11 -2.64 1.73
H -0.01 -1.38 2.30
H -0.50 -2.60 1.36
H 0.54 3.09 -0.71
H 0.84 2.61 1.02
H 2.10 2.44 -0.26
*
```

SMILES = C=C1[C@@H](C)N(C)S(=O)(=O)N1C
maximum force = 3.24 eV Å⁻¹
LUMO energy = 0.0307 hartree
molecular weight = 176.24 g/mol

(11)
The following is a DFT calculation (ωB97M-V/def2-TZVPD) of 2 unconnected molecules or ions with the total composition C24H52IN2O5P2.

Structure (ORCA input):
```
! RIJCOSX wB97M-V def2-TZVPD def2/J DEFGRID3
* xyz -1 1
C 6.88 2.44 -0.34
C 5.99 1.69 -1.32
O 5.91 2.02 -2.49
N 5.36 0.57 -0.79
C 4.23 0.00 -1.53
C 4.08 -1.50 -1.25
C 3.69 -1.92 0.20
C 2.22 -2.35 0.38
C 1.17 -1.38 0.97
O -0.09 -1.63 0.40
P -0.67 -0.41 -0.79
C 0.33 -1.30 -2.16
C 0.05 -0.79 -3.58
N -1.05 -1.56 -4.19
C -1.76 0.49 0.51
C -1.49 1.94 0.98
C -2.17 3.08 0.22
C -1.94 4.39 1.01
C -1.67 3.25 -1.23
C -2.75 3.72 -2.24
C -4.17 3.32 -1.98
C -4.88 2.37 -2.59
C -6.37 2.22 -2.33
C -4.25 1.34 -3.50
O 0.78 0.58 -0.36
C 1.25 0.16 0.88
P 2.78 1.10 1.38
O 2.21 2.64 1.33
I 2.57 0.58 3.80
H 7.89 2.04 -0.43
H 6.54 2.34 0.69
H 6.91 3.48 -0.65
H 5.07 0.77 0.16
H 3.30 0.54 -1.31
H 4.41 0.15 -2.60
H 5.05 -1.96 -1.48
H 3.36 -1.91 -1.96
H 3.99 -1.17 0.94
H 4.32 -2.79 0.42
H 2.21 -3.21 1.07
H 1.87 -2.75 -0.57
H 1.12 -1.60 2.05
H -1.81 -1.26 -1.07
H -1.15 0.53 -1.79
H 1.39 -1.18 -1.96
H 0.07 -2.37 -2.12
H 0.94 -0.94 -4.21
H -0.15 0.29 -3.57
H -1.79 -1.69 -3.51
H -1.43 -1.08 -5.00
H -1.76 -0.15 1.41
H -2.79 0.45 0.12
H -1.86 2.03 2.01
H -0.42 2.16 1.02
H -3.25 2.91 0.24
H -0.88 4.70 0.92
H -2.15 4.27 2.08
H -2.53 5.22 0.61
H -1.18 2.33 -1.57
H -0.88 4.02 -1.23
H -2.73 4.82 -2.28
H -2.46 3.39 -3.25
H -4.69 3.90 -1.21
H -6.83 3.20 -2.15
H -6.57 1.59 -1.45
H -6.87 1.74 -3.18
H -3.31 1.69 -3.93
H -4.92 1.06 -4.33
H -4.04 0.42 -2.93
H 0.53 0.45 1.67
H 1.37 2.74 1.81
C -1.24 -5.86 5.02
C 0.02 -5.01 5.04
O 0.46 -4.60 3.76
C -0.45 -3.81 3.01
C -0.85 -2.51 3.68
H -1.10 -6.74 4.40
H -1.48 -6.18 6.04
H -2.10 -5.31 4.64
H 0.85 -5.59 5.45
H -0.12 -4.14 5.70
H -1.34 -4.39 2.75
H 0.06 -3.59 2.07
H -1.39 -2.68 4.62
H -1.50 -1.94 3.02
H 0.03 -1.90 3.91
*
```

maximum force = 1.18 eV Å⁻¹
LUMO energy = 0.0803 hartree
molecular weight = 637.54 g/mol

(12)
The following is a DFT calculation (ωB97M-V/def2-TZVPD) of a single C4H7OP molecule.

Structure (ORCA input):
```
! RIJCOSX wB97M-V def2-TZVPD def2/J DEFGRID3
* xyz 0 1
C -1.33 0.78 -0.10
C -0.92 0.83 -1.30
C -0.65 0.01 1.01
C 0.77 -0.40 0.77
O 2.51 -0.21 -1.51
P 1.16 -0.53 -1.04
H -2.15 1.35 0.41
H -0.91 1.44 -2.15
H -0.59 0.79 1.83
H -1.29 -0.85 1.24
H 1.70 0.16 1.03
H 1.01 -1.47 1.18
H 0.69 -1.90 -1.37
*
```

maximum force = 4.98 eV Å⁻¹
LUMO energy = 0.0188 hartree
molecular weight = 102.07 g/mol

(13)
The following is a DFT calculation (ωB97M-V/def2-TZVPD) of a gas-phase ion, C21H36NO4 (charge +1).

Structure (ORCA input):
```
! RIJCOSX wB97M-V def2-TZVPD def2/J DEFGRID3
* xyz 1 1
C 1.56 -2.19 0.48
C 0.97 -3.28 -0.48
O 0.19 -2.74 -1.57
C -1.16 -2.77 -1.34
C -1.87 -4.05 -1.13
C -3.30 -4.03 -0.90
C -3.96 -2.74 -0.91
N -3.31 -1.54 -1.09
C -4.17 -0.32 -1.02
C -3.79 0.73 0.09
C -3.16 0.15 1.42
C -2.02 1.15 1.96
C -0.62 0.42 2.02
C 0.47 1.22 2.84
C 1.91 1.22 2.19
C 1.97 1.89 0.77
C 3.37 1.58 0.07
C 4.60 1.76 1.05
O 5.82 2.12 0.37
C 6.26 1.06 -0.49
C -1.95 -1.53 -1.32
C -1.18 -0.20 -1.57
O -1.68 0.33 -2.82
C -1.80 1.72 -2.79
C -0.49 2.60 -2.65
O -2.85 2.29 -2.85
H 2.30 -2.64 1.20
H 2.13 -1.44 -0.12
H 0.76 -1.71 1.10
H 1.84 -3.81 -0.95
H 0.43 -4.02 0.15
H -1.25 -4.98 -1.18
H -3.86 -4.97 -0.75
H -5.07 -2.74 -0.76
H -4.08 0.21 -2.01
H -5.24 -0.63 -0.94
H -3.17 1.54 -0.38
H -4.75 1.23 0.39
H -2.66 -0.85 1.31
H -3.98 0.07 2.18
H -2.31 1.48 2.99
H -1.90 2.02 1.26
H -0.18 0.22 1.00
H -0.78 -0.59 2.48
H 0.59 0.70 3.84
H 0.13 2.26 3.08
H 2.38 0.21 2.11
H 2.56 1.84 2.87
H 1.20 1.47 0.06
H 1.92 3.02 0.82
H 3.55 2.23 -0.83
H 3.37 0.52 -0.29
H 4.83 0.84 1.66
H 4.39 2.62 1.74
H 7.36 1.15 -0.69
H 5.69 1.14 -1.46
H 6.04 0.08 0.03
H -1.35 0.57 -0.77
H -0.07 -0.37 -1.60
H -0.25 2.76 -1.56
H 0.33 2.10 -3.21
H -0.70 3.61 -3.09
*
```

SMILES = CCOc1ccc[n+](CCCCCCCCCCOC)c1COC(C)=O
maximum force = 2.68 eV Å⁻¹
LUMO energy = -0.1591 hartree
molecular weight = 366.52 g/mol

(14)
The following is a DFT calculation (ωB97M-V/def2-TZVPD) of 2 unconnected molecules or ions with the total composition C3H8N2O.

Structure (ORCA input):
```
! RIJCOSX wB97M-V def2-TZVPD def2/J DEFGRID3
* xyz 0 1
C 0.10 1.33 1.90
N 0.01 0.29 0.91
C -0.34 -0.86 1.11
O -0.67 -1.94 1.43
H -0.39 1.03 2.82
H 1.14 1.57 2.10
H -0.41 2.22 1.52
C 0.32 -0.01 -1.82
N -0.26 -1.20 -1.22
H 0.16 0.08 -2.90
H -0.08 0.88 -1.33
H 1.40 -0.01 -1.62
H -1.24 -1.34 -1.48
H 0.25 -2.05 -1.42
*
```

SMILES = CN=C=O.CN
maximum force = 0.79 eV Å⁻¹
LUMO energy = 0.0325 hartree
molecular weight = 88.11 g/mol

(15)
The following is a DFT calculation (ωB97M-V/def2-TZVPD) of 2 unconnected molecules or ions with the total composition C2H4N2OS.

Structure (ORCA input):
```
! RIJCOSX wB97M-V def2-TZVPD def2/J DEFGRID3
* xyz 0 1
N 1.18 -0.37 -1.12
N 2.51 -0.54 -1.05
O 3.02 -0.85 -2.11
S 3.35 -0.06 0.26
H 0.73 -0.26 -1.98
H 0.51 -0.56 -0.41
C -1.35 0.39 1.04
C -0.66 1.36 0.93
H -2.15 -0.34 1.26
H -0.21 2.35 0.78
*
```

SMILES = N[N+]([O-])=S.C#C
maximum force = 2.17 eV Å⁻¹
LUMO energy (spin up / spin down) = -0.0169 / -0.0169 hartree
molecular weight = 104.13 g/mol

(16)
The following is a DFT calculation (ωB97M-V/def2-TZVPD) of a molecular structure, C4H12N2.

Structure (ORCA input):
```
! RIJCOSX wB97M-V def2-TZVPD def2/J DEFGRID3
* xyz 0 1
C 1.34 -0.62 -0.61
N 2.07 -0.82 0.61
C 0.40 0.57 -0.97
C -0.26 1.25 0.24
C -1.35 0.25 0.73
N -1.67 -1.10 -0.32
H 0.62 -1.45 -0.64
H 2.00 -0.83 -1.49
H 1.57 -1.05 1.43
H 2.79 -0.09 0.71
H -0.37 0.15 -1.63
H 0.96 1.30 -1.56
H -0.81 2.15 0.00
H 0.46 1.25 1.03
H -2.26 0.81 1.09
H -1.97 0.05 -0.33
H -2.48 -1.59 0.07
H -1.06 -0.24 1.64
*
```

maximum force = 4.68 eV Å⁻¹
LUMO energy = 0.0321 hartree
molecular weight = 88.15 g/mol